w:
# H26O13

13 unconnected molecules or ions with the total composition H26O13 (ωB97M-V with the def2-TZVPD basis set, the OMol25 dataset).

Geometry (Å):
O1 -16.55781 9.51431 10.95960
H1 -16.29920 10.28934 11.45827
H2 -15.76006 9.24447 10.50462
O2 -10.96163 8.80736 9.08116
H3 -11.41891 8.15843 8.54636
H4 -10.05862 8.78610 8.76439
O3 -16.97557 10.34110 7.50940
H5 -17.32374 9.60433 8.01158
H6 -17.59763 11.05205 7.66376
O4 -13.14587 12.34585 8.24193
H7 -12.83835 11.63054 7.68515
H8 -14.10041 12.29735 8.18960
O5 -17.54465 8.02610 8.89415
H9 -17.32036 8.32329 9.77597
H10 -18.05999 7.23143 9.03254
O6 -16.93719 8.24396 5.31031
H11 -17.67773 7.63749 5.31555
H12 -17.21936 8.97205 5.86393
O7 -14.28412 7.35471 5.30647
H13 -15.11250 7.82069 5.42002
H14 -14.53953 6.47653 5.02398
O8 -14.40514 9.16749 7.64847
H15 -15.36188 9.19515 7.65938
H16 -14.16240 8.90862 8.53746
O9 -14.69871 5.75678 8.73056
H17 -14.63180 6.68570 8.95163
H18 -15.63537 5.56551 8.77862
O10 -13.77020 8.86097 10.31672
H19 -13.85963 8.79478 11.26743
H20 -12.86429 9.13801 10.17960
O11 -12.34913 10.55286 6.19946
H21 -12.07898 10.48254 5.28386
H22 -13.01468 9.87325 6.30618
O12 -11.25658 7.09598 6.94625
H23 -11.97812 7.71880 6.85848
H24 -11.07023 6.81672 6.04986
O13 -16.54877 12.29942 5.59458
H25 -16.35539 11.43695 5.96197
H26 -16.46201 12.90041 6.33451

Calculated values
Total charge: +1
Multiplicity: 2
Highest occupied orbital energy (spin up / spin down), eV: -14.34 / -13.87
E_LUMO (spin up / spin down), eV: -3.1 / -10.7
HOMO-LUMO gap (spin up / spin down), eV: 11.3 / 3.2

***

x:
# H26O13

13 unconnected molecules or ions with the total composition H26O13 (ωB97M-V with the def2-TZVPD basis set, the OMol25 dataset).

Geometry (Å):
O1 17.40122 16.77290 15.46043
H1 17.43567 16.65511 14.51112
H2 18.23015 17.19839 15.67969
O2 16.19870 20.46706 15.40533
H3 16.80619 19.92099 14.90634
H4 16.44500 21.36491 15.18298
O3 17.21552 19.14821 12.80241
H5 18.14663 19.36235 12.86088
H6 16.93484 19.52377 11.96789
O4 12.14276 15.87699 14.10983
H7 12.73372 15.30580 13.61918
H8 12.09044 15.47871 14.97865
O5 15.55873 18.75755 10.67950
H9 15.15788 17.89621 10.56277
H10 14.88736 19.27669 11.12221
O6 13.52370 16.56148 10.28233
H11 13.69339 15.87386 10.92623
H12 12.60939 16.80520 10.42679
O7 13.92213 20.90445 11.85341
H13 13.06640 21.02451 11.44165
H14 13.72708 20.79135 12.78368
O8 14.35812 14.64288 12.24173
H15 14.27688 14.23562 13.10415
H16 14.23694 13.92214 11.62360
O9 13.11933 20.44710 14.78660
H17 13.75872 19.73480 14.79306
H18 13.60407 21.20763 15.10731
O10 16.70534 15.81051 12.56712
H19 17.39911 15.28700 12.16608
H20 15.89397 15.37810 12.30078
O11 14.33774 18.39633 16.13062
H21 14.56744 18.10196 15.24925
H22 14.69239 19.28360 16.18733
O12 14.81506 18.07791 13.45520
H23 15.63194 18.45189 13.12494
H24 14.67426 17.29764 12.91893
O13 15.23098 14.69323 14.93967
H25 15.51194 15.37405 14.32830
H26 15.45500 15.03917 15.80360

Calculated values
Total charge: +1
Multiplicity: 2
Highest occupied orbital energy (spin up / spin down), eV: -13.83 / -13.82
E_LUMO (spin up / spin down), eV: -3.1 / -10.2
HOMO-LUMO gap (spin up / spin down), eV: 10.8 / 3.6

***

x is favored, and the nearest alternative lies 17.2 kcal/mol above it.

***

w:
# C18H23N5OS

A single C18H23N5OS molecule (ωB97M-V with the def2-TZVPD basis set, the OMol25 dataset).

Geometry (Å):
N1 -0.46706 4.00878 -8.14893
C1 0.20179 3.51275 -7.35889
C2 1.05388 2.88035 -6.40136
N2 1.73558 3.56210 -5.55662
N3 2.45997 2.73822 -4.77691
C3 2.36573 1.36395 -4.97743
N4 2.94778 0.41531 -4.39218
C4 3.87037 0.73831 -3.31390
C5 3.14538 0.99526 -1.99663
C6 4.09341 1.30450 -0.83080
C7 3.23314 1.03387 0.39867
C8 2.48248 -0.24686 0.01517
N5 1.27578 -0.46848 0.80627
C9 0.10189 0.16788 0.54808
O1 0.00481 1.12820 -0.19404
C10 -1.03979 -0.38186 1.27367
C11 -1.99687 -0.81408 1.85666
C12 -3.16678 -1.33298 2.56333
C13 -2.89225 -2.71837 3.16657
C14 -4.12191 -3.24711 3.89843
C15 -4.59037 -2.27004 4.97367
C16 -4.85850 -0.88972 4.37950
C17 -3.63182 -0.35078 3.65027
C18 2.30175 -0.20107 -1.51945
S1 1.22172 1.14075 -6.31436
H1 2.99975 3.15911 -4.04180
H2 4.54108 -0.11386 -3.18642
H3 4.50825 1.60063 -3.56191
H4 2.47428 1.85286 -2.12225
H5 4.94592 0.61579 -0.85812
H6 4.49047 2.31997 -0.86548
H7 3.79564 0.92057 1.32520
H8 2.51074 1.84198 0.52841
H9 3.13353 -1.08960 0.25689
H10 1.21104 -1.30953 1.35389
H11 -3.97512 -1.43263 1.82893
H12 -2.58258 -3.40695 2.37836
H13 -2.05295 -2.63084 3.86414
H14 -4.93034 -3.40418 3.17600
H15 -3.90077 -4.22174 4.33783
H16 -5.48706 -2.65102 5.46639
H17 -3.81684 -2.18568 5.74471
H18 -5.69540 -0.95558 3.67569
H19 -5.16064 -0.18980 5.16088
H20 -2.81045 -0.20505 4.35902
H21 -3.84028 0.62087 3.20011
H22 1.25925 -0.07501 -1.79419
H23 2.65238 -1.12917 -1.97507

Calculated values
Highest occupied orbital energy, eV: -8.74
E_LUMO, eV: 0.2
HOMO-LUMO gap, eV: 9.0

***

x:
# C18H23N5OS

A single C18H23N5OS molecule (ωB97M-V with the def2-TZVPD basis set, the OMol25 dataset).

Geometry (Å):
N1 -6.49081 2.84761 -3.48635
C1 -6.14178 2.00887 -2.78447
C2 -5.75276 0.97741 -1.87571
N2 -5.17955 -0.09532 -2.28100
N3 -4.93336 -0.91233 -1.24037
C3 -5.26210 -0.47987 0.04237
N4 -5.11665 -1.04575 1.15609
C4 -4.49272 -2.36295 1.18105
C5 -2.98254 -2.30238 1.00201
C6 -2.28177 -3.65117 1.16598
C7 -0.80911 -3.26295 1.29548
C8 -0.81465 -1.93962 2.09624
N5 0.16983 -0.96925 1.62722
C9 0.18011 -0.46529 0.36977
O1 -0.67343 -0.71262 -0.46501
C10 1.30613 0.42378 0.09820
C11 2.22058 1.16041 -0.15392
C12 3.32819 2.06045 -0.47146
C13 4.49560 1.88399 0.51009
C14 5.64254 2.83037 0.16906
C15 6.10940 2.64010 -1.27160
C16 4.95036 2.81178 -2.24966
C17 3.80074 1.86485 -1.91998
C18 -2.27395 -1.42515 2.03593
S1 -6.02519 1.10858 -0.15370
H1 -4.35434 -1.71393 -1.42093
H2 -4.71554 -2.81051 2.15216
H3 -4.93546 -3.02525 0.42189
H4 -2.72606 -1.90769 0.01466
H5 -2.63821 -4.13537 2.08223
H6 -2.46325 -4.33842 0.33818
H7 -0.19924 -4.02861 1.77536
H8 -0.39497 -3.07579 0.30527
H9 -0.54305 -2.13016 3.13395
H10 0.94271 -0.72859 2.22284
H11 2.95116 3.08586 -0.37287
H12 4.14594 2.04965 1.53082
H13 4.84154 0.84680 0.45401
H14 5.30880 3.86482 0.30677
H15 6.47064 2.67369 0.86311
H16 6.91098 3.34341 -1.50587
H17 6.52868 1.63422 -1.38387
H18 4.59020 3.84556 -2.20509
H19 5.28672 2.64172 -3.27419
H20 4.12787 0.82724 -2.04054
H21 2.96274 2.01516 -2.60214
H22 -2.31935 -0.36435 1.79770
H23 -2.75162 -1.56301 3.01026

Calculated values
Highest occupied orbital energy, eV: -8.64
E_LUMO, eV: 0.3
HOMO-LUMO gap, eV: 8.9

***

x is favored, and the nearest alternative lies 1.9 kcal/mol above it.